DFT (ωB97M-V/def2-TZVPD) results for a molecular structure, C31H23N4O7RhS3.

ORCA input file:
```
! RIJCOSX wB97M-V def2-TZVPD def2/J DEFGRID3
* xyz -2 1
Rh 0.25938 0.33900 0.11695
C -0.94030 -3.17421 1.55382
C -0.02296 -1.99410 1.64149
N -0.55076 -0.80606 1.54514
N -1.70907 -0.57665 2.21303
C -2.00428 0.65891 2.26852
S -1.04644 1.95156 1.65342
S -3.44266 1.14362 3.17535
C -4.56292 -0.26973 2.94633
C -4.24504 -1.51387 3.74102
C -3.92095 -1.44904 5.09301
C -3.61329 -2.60073 5.80227
C -3.64859 -3.84129 5.17579
C -3.99066 -3.91572 3.83385
C -4.28780 -2.75899 3.12350
C 1.37629 -2.13449 1.92349
C 1.88269 -3.37428 2.36253
C 3.16043 -3.51302 2.84068
C 4.01433 -2.39591 2.86918
C 3.59017 -1.19027 2.38041
C 2.27755 -1.01692 1.85156
O 1.97576 0.08936 1.29994
H -1.80146 -2.89096 0.95594
H -1.28264 -3.50774 2.53759
H -0.42963 -3.99526 1.05465
H -4.58432 -0.47999 1.87847
H -5.52867 0.13914 3.24989
H -3.87640 -0.48086 5.57789
H -3.32883 -2.52671 6.84600
H -3.38621 -4.73859 5.72382
H -4.00253 -4.87372 3.32571
H -4.53004 -2.81730 2.06779
H 1.22306 -4.23341 2.36282
H 3.50308 -4.47810 3.19241
H 5.01785 -2.49168 3.26916
H 4.24861 -0.33130 2.34708
N -2.32518 0.88036 -1.53882
C -1.35069 0.67611 -0.94698
O 4.23769 3.40582 -1.02687
C 4.41263 2.53350 -2.05911
C 5.57780 2.57665 -2.82414
C 5.78122 1.68148 -3.86221
C 4.81451 0.72880 -4.14946
C 3.65796 0.68635 -3.38258
C 3.43158 1.57986 -2.33521
C 2.16915 1.39241 -1.51691
O 1.69192 2.27746 -0.79742
O 1.63108 0.24485 -1.63716
H 5.02698 3.94791 -0.94747
H 6.33589 3.32008 -2.59318
H 6.70204 1.72421 -4.43304
H 4.95807 0.01870 -4.95494
H 2.90080 -0.06399 -3.57058
O 0.44146 -5.43862 -3.89809
S 0.60630 -4.00195 -3.99607
O 0.52161 -3.47258 -5.33885
N -0.33054 -3.21756 -2.96027
C 0.37303 -2.58897 -2.00376
O -0.12637 -1.94237 -1.06731
C 1.86665 -2.81126 -2.14030
C 2.87760 -2.36760 -1.30637
C 4.19138 -2.68127 -1.62989
C 4.48734 -3.42814 -2.76931
C 3.47018 -3.87846 -3.60225
C 2.17008 -3.56053 -3.25875
H 2.63589 -1.76691 -0.44525
H 4.99254 -2.33704 -0.98577
H 5.52097 -3.65908 -3.00070
H 3.68198 -4.45763 -4.49326
*
```

**DFT total energy**: -3246.0099 Eh
**Highest occupied orbital energy (alpha / beta)**: -0.0897 / -0.0897 hartree
**Frontier orbital gap (alpha / beta)**: 0.2361 / 0.2361 Ha